Molecular formula: C4H6N4O
Method: DFT, ωB97M-V/def2-TZVPD

The geometry in XYZ format:
```
15
C4H6N4O ωB97M-V/def2-TZVPD
C -0.756 0.456 0.055
C 0.526 0.473 -0.454
C 1.946 0.748 0.135
C 0.988 -0.924 -0.243
H -2.154 1.834 -0.947
H -2.841 0.429 -0.036
H 1.912 1.008 1.463
H 2.767 1.440 -0.490
H 3.276 -0.783 -0.488
H -2.744 -1.072 0.787
N -2.113 1.246 0.146
N 2.363 -0.763 0.019
N 0.126 -1.818 0.136
N -1.050 -0.958 0.198
O -2.245 -1.316 -0.282
```

Values from the calculation:
HOMO in eV: -8.84
Gap between HOMO and LUMO in eV: 8.84
E_tot in eV: -12243.52166
Energy relative to the best compared isomer or geometry (same formula, charge and spin) in eV: 9.457

***

Molecular formula: C21H27BF6N3O5S
Method: DFT, ωB97M-V/def2-TZVPD

The geometry in XYZ format:
```
64
C21H27BF6N3O5S ωB97M-V/def2-TZVPD
C 5.592 -1.178 -0.109
C 4.259 -0.729 -0.742
F 4.416 -0.837 -2.140
C 3.920 0.694 -0.382
C 2.390 1.006 -0.471
C 2.018 0.964 -1.972
C 1.158 -0.175 -2.446
O 0.280 0.004 -3.233
O 1.449 -1.426 -2.003
O 1.758 0.036 0.299
B 1.858 0.420 1.717
C 3.068 -0.332 2.569
N 0.503 0.067 2.533
C 0.124 -1.040 2.400
S -0.381 -2.550 2.327
O 2.134 1.868 1.622
C 2.106 2.331 0.293
C 3.189 3.422 0.220
N 3.067 4.409 1.313
C 0.693 3.040 0.110
F 0.905 4.271 -0.483
F 0.150 3.328 1.311
C -0.387 2.338 -0.695
C -0.762 2.842 -1.939
C -1.782 2.240 -2.670
C -2.439 1.115 -2.195
C -2.049 0.602 -0.961
C -2.713 -0.635 -0.437
F -3.960 -0.778 -0.910
F -2.044 -1.738 -0.863
F -2.734 -0.701 0.891
C -1.044 1.213 -0.217
H 5.417 -1.982 0.595
H 6.263 -1.498 -0.897
H 6.076 -0.353 0.403
H 3.485 -1.418 -0.435
H 4.449 1.329 -1.100
H 4.315 0.966 0.583
H 1.440 1.844 -2.223
H 2.893 0.976 -2.610
H 1.896 -1.925 -2.694
H 3.331 -1.251 2.044
H 2.756 -0.581 3.576
H 3.948 0.307 2.597
H 3.173 3.923 -0.749
H 4.169 2.971 0.302
H 2.632 5.241 0.929
H 4.001 4.706 1.564
H -0.284 3.702 -2.374
H -2.080 2.641 -3.625
H -3.226 0.662 -2.771
H -0.795 0.797 0.746
C -6.905 -5.093 0.608
O -8.009 -5.592 0.746
N -6.540 -3.895 1.091
C -5.207 -3.348 0.896
C -7.518 -3.121 1.834
H -6.094 -5.602 0.060
H -4.738 -3.174 1.865
H -5.268 -2.402 0.359
H -4.590 -4.037 0.324
H -7.854 -3.681 2.708
H -8.388 -2.915 1.209
H -7.069 -2.184 2.153
```

Values from the calculation:
HOMO in eV: -5.42
Net charge: -1
Gap between HOMO and LUMO in eV: 8.01
E_tot in eV: -64744.96680

***

Molecular formula: C10H24CoIO3P2
Method: DFT, ωB97M-V/def2-TZVPD

The geometry in XYZ format:
```
41
C10H24CoIO3P2 ωB97M-V/def2-TZVPD
C 0.000 0.017 -6.502
C 0.009 1.059 -5.492
H 0.002 0.473 -7.515
H -0.919 -0.602 -6.367
H 0.909 -0.616 -6.369
O 0.019 2.125 -5.018
I -0.010 -1.205 -2.904
Co 0.023 0.418 -1.053
P 2.059 -0.013 -0.621
C 3.006 1.111 0.459
C 2.185 -1.619 0.230
H 3.244 -1.807 0.458
H 4.249 -0.369 -1.666
H 1.801 -2.400 -0.437
H 2.926 -1.024 -2.668
H 2.621 1.081 1.488
H 1.587 -1.601 1.154
C 3.224 -0.184 -2.026
H 4.062 0.807 0.423
H 3.220 0.745 -2.610
H 2.899 2.129 0.061
P -2.091 0.016 -0.613
C -2.989 1.177 0.463
C -3.234 -0.126 -2.035
H -1.842 -2.368 -0.438
H -3.282 -1.738 0.457
H -1.611 -1.567 1.157
C -2.215 -1.586 0.237
H -2.945 -0.973 -2.670
H -4.254 -0.292 -1.656
H -4.047 0.878 0.416
H -2.853 2.190 0.057
H -3.208 0.805 -2.615
H -2.596 1.129 1.490
C -0.008 0.874 0.982
O 0.034 2.047 1.303
C 0.007 0.240 3.346
O -0.009 -0.141 1.949
H 0.911 -0.196 3.769
H -0.876 -0.221 3.788
H -0.007 1.315 3.566
```

Values from the calculation:
Expectation value of S²: 6.0284
HOMO (alpha / beta) in eV: -13.34 / -15.69
Net charge: +2
Gap between HOMO and LUMO (alpha / beta) in eV: 5.12 / 6.74
E_tot in eV: -81188.54010
Spin multiplicity: 5
Energy relative to the best compared isomer or geometry (same formula, charge and spin) in eV: 0.000

***

Molecular formula: C2H4N4OS
Method: DFT, ωB97M-V/def2-TZVPD

The geometry in XYZ format:
```
12
C2H4N4OS ωB97M-V/def2-TZVPD
C 0.601 1.430 0.731
N -0.269 0.411 0.372
N -1.178 -0.102 1.244
N -1.404 -1.243 0.898
C -0.493 -1.669 -0.145
O -0.529 -2.710 -0.756
N 0.343 -0.650 -0.288
S 0.794 -0.257 -1.922
H 0.080 2.080 1.504
H 0.963 2.146 -0.087
H 1.530 1.011 1.104
H -0.437 -0.446 -2.656
```

Values from the calculation:
SMILES: Cn1nnc(=O)n1S
HOMO in eV: -9.87
Gap between HOMO and LUMO in eV: 9.65
E_tot in eV: -20978.68063
Energy relative to the best compared isomer or geometry (same formula, charge and spin) in eV: 2.334

***

Molecular formula: C43H47BrCrFIN3O7PS2Si
Method: DFT, ωB97M-V/def2-TZVPD

The geometry in XYZ format:
```
108
C43H47BrCrFIN3O7PS2Si ωB97M-V/def2-TZVPD
Cr -0.192 -0.124 1.264
Br -1.844 3.043 3.306
C -2.069 3.620 1.509
C -2.744 4.812 1.482
C -2.991 5.482 0.279
C -2.518 4.929 -0.864
C -1.818 3.700 -0.862
C -1.353 3.256 -2.117
C -0.705 2.075 -2.213
C -0.543 1.288 -1.065
C -0.910 1.631 0.220
C -1.574 2.931 0.341
H -3.074 5.244 2.416
H -3.526 6.423 0.278
H -2.660 5.424 -1.818
H -1.526 3.882 -2.985
H -0.326 1.716 -3.161
H -0.079 0.321 -1.231
I 0.975 -2.425 2.476
C -1.398 -0.524 4.027
C -2.297 -1.114 4.931
C -3.537 -1.483 4.481
C -3.870 -1.261 3.137
C -2.916 -0.719 2.316
N -1.688 -0.358 2.732
H -1.974 -1.264 5.950
H -4.243 -1.949 5.156
H -4.834 -1.534 2.731
H -3.085 -0.560 1.263
F 1.188 4.664 6.613
C 2.071 3.826 6.036
C 1.708 2.604 5.618
N 2.585 1.721 5.048
C 2.091 0.375 4.631
C 0.817 0.459 3.874
O -0.246 -0.101 4.570
O 0.736 0.927 2.704
C 3.905 2.052 4.855
O 4.747 1.305 4.407
N 4.228 3.347 5.248
C 3.431 4.301 5.870
O 3.876 5.380 6.219
H 0.685 2.264 5.702
H 1.961 -0.243 5.519
H 2.876 -0.050 4.005
H 5.187 3.613 5.077
C -0.692 -4.460 -2.798
C -0.458 -3.568 -1.571
C 0.832 -2.771 -1.812
C -0.229 -4.471 -0.348
Si -1.803 -2.278 -1.123
O -1.288 -1.297 0.018
C -3.447 -3.165 -0.637
C -4.554 -2.388 -0.276
C -5.789 -2.941 0.023
C -5.968 -4.316 -0.037
C -4.901 -5.114 -0.413
C -3.668 -4.542 -0.709
C -2.473 -1.320 -2.639
C -3.177 -0.141 -2.373
C -3.821 0.575 -3.371
C -3.760 0.141 -4.687
C -3.054 -1.013 -4.985
C -2.429 -1.730 -3.973
H 0.031 -5.286 -2.779
H -0.519 -3.920 -3.728
H -1.690 -4.897 -2.844
H 1.662 -3.464 -2.000
H 1.103 -2.154 -0.955
H 0.745 -2.107 -2.677
H 0.727 -4.994 -0.461
H -1.005 -5.228 -0.232
H -0.173 -3.898 0.575
H -4.462 -1.309 -0.250
H -6.615 -2.297 0.298
H -6.930 -4.756 0.197
H -5.023 -6.189 -0.476
H -2.865 -5.201 -1.001
H -3.196 0.245 -1.362
H -4.344 1.489 -3.122
H -4.248 0.705 -5.473
H -2.988 -1.359 -6.011
H -1.908 -2.637 -4.243
C 3.743 1.083 -4.489
C 3.049 -0.135 -3.902
C 3.969 -1.339 -3.773
O 2.397 0.141 -2.663
P 2.932 0.921 -1.355
S 2.739 2.861 -1.562
S 2.147 -0.064 0.190
O 4.489 0.470 -1.401
C 5.569 0.989 -0.603
C 5.167 1.452 0.786
C 6.279 2.078 -1.394
H 4.119 0.836 -5.486
H 4.579 1.391 -3.862
H 3.053 1.921 -4.561
H 2.216 -0.409 -4.559
H 4.870 -1.079 -3.221
H 4.246 -1.700 -4.767
H 3.457 -2.138 -3.237
H 6.238 0.128 -0.500
H 4.494 2.307 0.732
H 6.069 1.741 1.329
H 4.668 0.661 1.339
H 5.598 2.912 -1.561
H 6.610 1.697 -2.362
H 7.152 2.429 -0.840
```

Values from the calculation:
Expectation value of S²: 6.0673
HOMO (alpha / beta) in eV: -0.71 / -2.59
Net charge: -2
Gap between HOMO and LUMO (alpha / beta) in eV: 4.80 / 6.67
E_tot in eV: -212284.87953
Spin multiplicity: 5

***

Molecular formula: C4H3NO
Method: DFT, ωB97M-V/def2-TZVPD

The geometry in XYZ format:
```
9
C4H3NO ωB97M-V/def2-TZVPD
C -0.179 -0.957 1.081
C 1.066 -1.462 1.042
C -0.352 0.154 0.348
C -0.099 1.420 -1.718
N -0.201 0.475 -0.944
O -0.020 2.097 -2.662
H -0.949 -1.180 1.924
H 1.511 -1.450 0.002
H -0.776 0.903 0.926
```

Values from the calculation:
HOMO (alpha / beta) in eV: -8.60 / -7.88
Gap between HOMO and LUMO (alpha / beta) in eV: 7.95 / 7.24
E_tot in eV: -7728.90756
Energy relative to the best compared isomer or geometry (same formula, charge and spin) in eV: 3.836